DFT (ωB97M-V/def2-TZVPD) results for C23H50AgB11Br6N3SSi2 as an isolated structure.

Last column: Löwdin charge in e.
Geometry (Å):
Ag (0.875, 0.473, 1.299)  0.733
Br (-2.652, 0.780, -0.325)  0.961
B (-3.720, -0.501, 0.606)  -0.880
B (-5.288, -0.932, -0.076)  -0.269
C (-6.267, -1.219, 1.256)  0.042
B (-5.225, 0.053, 1.347)  -0.305
B (-5.535, -0.894, 2.791)  -0.259
B (-5.907, -2.531, 2.233)  -0.259
B (-5.703, -2.547, 0.462)  -0.308
B (-4.063, -2.224, 0.042)  -0.848
Br (-3.217, -3.100, -1.513)  0.827
B (-4.459, -3.166, 1.512)  -0.981
Br (-3.951, -5.001, 1.519)  0.895
B (-4.319, -2.195, 2.947)  -0.893
Br (-3.894, -2.916, 4.702)  0.849
B (-3.930, -0.524, 2.363)  -0.949
Br (-2.864, 0.535, 3.535)  0.925
B (-3.245, -1.904, 1.516)  -0.846
Br (-1.364, -2.390, 1.836)  1.169
H (-5.840, -0.462, -1.009)  0.170
H (-7.289, -0.937, 1.100)  0.187
H (-5.581, 1.172, 1.327)  0.171
H (-6.107, -0.406, 3.637)  0.150
H (-6.753, -3.199, 2.678)  0.162
H (-6.452, -3.232, -0.202)  0.180
C (3.195, 2.131, -0.994)  -0.185
Si (2.033, 3.055, 0.221)  0.400
C (0.373, 2.922, -0.693)  -0.221
C (2.524, 4.861, 0.264)  -0.186
C (1.958, 2.268, 1.898)  -0.492
C (3.315, 1.808, 2.258)  -0.421
C (4.258, 2.571, 2.960)  -0.060
C (5.519, 2.099, 3.181)  -0.100
C (5.861, 0.800, 2.803)  -0.094
C (4.885, 0.092, 2.111)  -0.152
N (3.644, 0.537, 1.899)  0.076
Si (1.023, 3.180, 3.230)  0.403
C (1.729, 4.830, 3.840)  -0.176
C (-0.674, 3.686, 2.650)  -0.202
C (0.799, 2.159, 4.789)  -0.173
H (2.957, 2.296, -2.063)  0.016
H (3.089, 1.045, -0.840)  0.000
H (4.297, 2.284, -0.792)  0.045
H (0.470, 3.399, -1.678)  0.016
H (-0.486, 3.346, -0.094)  0.032
H (0.081, 1.897, -0.947)  -0.037
H (2.612, 5.210, -0.765)  0.019
H (3.551, 5.033, 0.642)  0.038
H (1.802, 5.466, 0.801)  0.012
H (3.934, 3.521, 3.313)  0.074
H (6.274, 2.731, 3.728)  0.115
H (6.819, 0.352, 3.098)  0.094
H (5.117, -0.855, 1.701)  0.084
H (2.016, 5.529, 3.130)  -0.013
H (2.562, 4.606, 4.481)  0.010
H (0.954, 5.309, 4.438)  0.032
H (-0.602, 4.625, 2.040)  0.044
H (-1.196, 3.980, 3.529)  0.009
H (-1.279, 2.971, 2.085)  -0.002
H (1.752, 2.166, 5.347)  0.034
H (0.496, 1.145, 4.658)  0.007
H (0.117, 2.685, 5.426)  0.016
C (0.042, -1.399, 0.586)  -0.411
H (-0.595, -1.262, -0.287)  -0.088
H (0.652, -2.271, 0.406)  -0.074
C (-1.446, 2.046, -3.754)  -0.116
C (-0.600, 0.908, -4.269)  -0.265
C (0.553, 0.551, -3.341)  -0.219
C (1.521, -0.410, -3.987)  -0.220
N (2.442, -1.045, -3.068)  -0.004
C (2.216, -2.143, -2.252)  -0.913
S (3.428, -2.735, -1.283)  0.602
N (1.022, -2.727, -2.352)  0.003
C (0.652, -4.067, -1.869)  -0.222
C (0.255, -5.014, -2.958)  -0.205
C (1.469, -5.663, -3.675)  -0.239
C (2.382, -4.638, -4.397)  -0.108
H (-2.158, 2.336, -4.515)  0.067
H (-0.824, 2.850, -3.388)  0.053
H (-2.085, 1.755, -2.901)  0.025
H (-0.244, 1.102, -5.259)  0.094
H (-1.306, 0.044, -4.435)  0.126
H (0.246, 0.151, -2.361)  0.103
H (1.075, 1.498, -3.069)  0.099
H (2.027, 0.144, -4.820)  0.138
H (0.994, -1.209, -4.500)  0.107
H (3.280, -0.525, -2.755)  0.115
H (0.264, -2.141, -2.740)  0.140
H (-0.192, -3.931, -1.185)  0.085
H (1.543, -4.476, -1.343)  0.086
H (-0.342, -4.499, -3.705)  0.104
H (-0.429, -5.808, -2.666)  0.108
H (1.103, -6.401, -4.380)  0.088
H (2.100, -6.253, -3.003)  0.104
H (1.820, -3.929, -4.951)  0.050
H (3.065, -5.101, -5.132)  0.072
H (3.038, -4.214, -3.629)  0.032

The calculation puts the molecular weight at 1163.1 g/mol. Its charge is -1. As for the total energy: -17912.75479 hartree. For the HOMO energy, the calculation gives -0.182 Eh. Its lowest unoccupied orbital energy is 0.074 Eh.

---

DFT (ωB97M-V/def2-TZVPD) results for C7H6BaN3O2S2 as an isolated structure.

Last column: Löwdin charge in e.
Geometry (Å):
Ba (-1.143, 0.271, 0.152)  1.638
N (1.732, 0.055, -0.197)  -0.122
C (2.592, 1.158, 0.257)  -0.278
C (2.251, 2.479, -0.422)  -0.126
C (1.010, 3.207, 0.119)  -0.710
O (1.092, 4.410, 0.335)  0.006
O (-0.027, 2.471, 0.302)  -0.397
H (2.016, -0.829, 0.212)  0.059
H (1.830, -0.075, -1.200)  0.067
H (3.652, 0.938, 0.085)  0.103
H (2.461, 1.258, 1.338)  0.116
H (2.101, 2.301, -1.494)  0.115
H (3.091, 3.167, -0.330)  0.107
S (-3.525, -0.615, -1.436)  0.322
C (-3.199, -1.956, -0.367)  -0.939
C (-4.294, -2.321, 0.501)  -0.325
N (-5.188, -2.592, 1.174)  0.137
C (-2.023, -2.663, -0.235)  -0.932
S (-0.528, -2.406, -1.095)  0.347
C (-1.980, -3.707, 0.761)  -0.325
N (-1.922, -4.553, 1.540)  0.137

For the relative energy (zero: lowest compared OMol25 entry of this formula, charge and spin), the calculation gives 26.83 kJ/mol. The calculation puts the molecular weight at 365.6 g/mol. Its charge is -1. As for the total energy: -1407.14810 hartree. For the HOMO energy, the calculation gives -0.165 Eh. Its lowest unoccupied orbital energy is 0.074 Eh.

---

DFT (ωB97M-V/def2-TZVPD) results for the molecule C3H3BrF2.

Last column: Löwdin charge in e.
Geometry (Å):
C (0.237, -0.036, -0.115)  -0.135
C (1.716, -0.328, 0.001)  -0.741
Br (2.849, 1.113, 0.051)  0.809
C (2.161, -1.616, -0.020)  -0.401
F (3.372, -2.097, -0.257)  0.120
F (1.272, -2.624, 0.087)  0.102
H (0.164, 1.115, -0.286)  0.087
H (-0.022, -0.530, -1.039)  0.069
H (-0.487, -0.335, 0.673)  0.090

For the relative energy (zero: lowest compared OMol25 entry of this formula, charge and spin), the calculation gives 50.07 kJ/mol. The calculation puts the molecular weight at 157.0 g/mol. As for the SMILES: CC(Br)=C(F)F. Its charge is 0. As for the total energy: -2889.81358 hartree. For the HOMO energy, the calculation gives -0.336 Eh. Its lowest unoccupied orbital energy is 0.030 Eh.